# 1
Entry from OMol25: AgH16O8 as an isolated structure (wB97M-V/def2-TZVPD).

Structure (XYZ):
```
25
Properties=species:S:1:pos:R:3:forces:R:3:lowdin_charge:R:1
Ag -0.363 -0.084 -0.147 -0.1700 -0.2195 -0.0862 0.75
O -1.552 1.141 1.776 0.4784 -1.6549 -0.1465 -0.04
H -0.906 0.748 2.378 -0.4322 -0.2215 -0.1255 0.03
H -1.586 2.012 2.094 -0.4835 2.1528 0.5648 0.03
O -0.456 0.479 -2.674 0.7311 -0.8161 0.9094 -0.03
H -0.576 0.154 -3.547 0.0804 -0.8666 -1.2958 0.05
H -0.878 1.306 -2.712 -0.7934 1.9211 0.0561 0.02
O 3.268 -0.292 -0.250 0.0578 -0.2286 -0.0275 -0.05
H 2.515 -0.415 0.340 0.0840 -0.0557 -0.1139 -0.03
H 3.006 0.408 -0.850 -0.0044 0.2327 -0.0400 0.03
O 1.270 -0.188 1.798 0.5371 0.0280 -0.7820 -0.05
H 0.702 -0.319 2.528 -0.8181 -0.7392 1.3452 0.03
H 1.748 0.604 2.029 0.5961 0.5336 -0.0283 0.07
O 0.809 -1.771 -1.300 1.4484 -1.3130 -0.1150 -0.10
H 1.621 -1.597 -1.823 -0.6617 0.3776 0.2398 0.07
H 1.135 -2.559 -0.809 -0.6405 0.6151 -0.1750 0.08
O -1.096 -2.084 1.511 -1.2469 2.5726 -0.5192 -0.01
H -0.436 -2.529 1.965 1.8585 -1.6494 1.2369 0.01
H -1.507 -2.673 0.907 -0.5860 -0.9529 -0.7119 0.04
O -2.658 -0.097 -0.815 -1.2641 1.0681 -0.8877 -0.10
H -2.731 0.102 -1.774 0.3195 -0.5492 0.6877 0.06
H -3.366 0.488 -0.464 0.6714 -0.6595 0.2168 0.08
O 0.832 2.018 -0.006 0.1523 0.4731 -0.9603 -0.07
H 0.489 2.611 0.657 -0.1984 0.2531 0.5465 0.05
H 0.725 2.539 -0.821 0.2840 -0.3016 0.2117 0.07
```
Forces are in eV/Å.

As for the charge: +1. As for the multiplicity: 1. The value obtained for the molar mass is 251.99 g/mol. For the total energy, the calculation gives -758.24719 Eh. The value obtained for the LUMO energy is -3.399 eV. The calculation puts the energy above the lowest of the compared OMol25 structures with the same formula, charge and spin at 3.84 kcal/mol.



# 2
Entry from OMol25: a 2-piece molecular cluster, C12H22BrN4O4 overall (wB97M-V/def2-TZVPD).

Structure (XYZ):
```
43
Properties=species:S:1:pos:R:3:forces:R:3:lowdin_charge:R:1
C 2.176 -1.721 -0.476 0.1049 0.0213 0.0466 -0.09
O 2.111 -0.322 -0.238 -0.2532 0.0095 0.0329 -0.23
C 2.535 0.507 -1.301 0.1646 0.0542 0.0227 -0.20
C 1.389 1.396 -1.805 0.1220 0.0290 -0.0483 -0.11
C 0.052 0.656 -1.831 -0.0290 0.1022 -0.1059 -0.06
N -0.995 1.334 -1.045 -0.1024 0.0407 -0.2209 0.07
C -0.973 1.907 0.164 -0.0227 -0.2188 -0.0564 -0.25
C 0.143 1.999 1.123 0.0493 -0.1440 0.1832 0.04
N -2.193 2.380 0.417 -0.3251 0.3209 0.2575 0.14
N -2.960 2.126 -0.604 0.2994 -0.1589 -0.0547 0.14
N -2.257 1.496 -1.490 -0.0311 0.1225 0.1007 -0.07
C -2.860 1.030 -2.747 -0.1788 -0.1937 0.0318 -0.08
C -3.596 -0.296 -2.581 0.1934 0.0568 0.0913 -0.26
C -2.703 -1.422 -2.097 -0.0041 -0.0369 0.0177 -0.65
Br -3.751 -2.970 -1.628 -0.0721 -0.1276 -0.0101 0.71
H 3.114 -2.130 -0.100 0.0808 -0.0431 -0.0610 0.10
H 2.088 -1.950 -1.539 0.0022 -0.0425 -0.0576 0.09
H 1.352 -2.200 0.052 -0.0498 0.0185 0.0223 0.09
H 3.341 1.145 -0.939 0.0852 0.0384 -0.0422 0.13
H 2.941 -0.088 -2.121 -0.0445 -0.0810 -0.0131 0.13
H 1.627 1.728 -2.814 0.0428 0.0472 -0.0206 0.13
H 1.319 2.304 -1.207 -0.0442 -0.0831 0.0006 0.11
H 0.128 -0.356 -1.446 0.0901 -0.0366 0.0834 0.12
H -0.319 0.603 -2.848 -0.0558 -0.0566 -0.0188 0.12
H 0.297 3.048 1.370 0.0951 0.0410 -0.0045 0.12
H -0.158 1.493 2.041 -0.0065 0.0226 0.0474 0.10
H 1.058 1.528 0.778 -0.0895 0.0389 0.0153 0.07
H -3.569 1.813 -2.999 0.0563 0.0738 -0.1538 0.14
H -2.087 0.975 -3.505 0.0350 0.1310 -0.0804 0.12
H -4.009 -0.547 -3.556 -0.1481 -0.0317 0.0058 0.13
H -4.421 -0.155 -1.884 -0.0765 0.0067 -0.0018 0.11
H -2.162 -1.159 -1.191 0.0242 0.0329 0.0177 0.04
H -2.001 -1.748 -2.860 0.0765 0.0421 -0.0245 0.06
C 1.728 -2.173 4.374 0.0088 -0.0228 -0.0544 -0.10
C 1.989 -1.237 3.205 0.0530 -0.0076 0.0967 -0.11
O 1.070 -0.169 3.467 0.0541 -0.0574 -0.1848 0.03
C 0.780 -0.162 4.799 0.0026 -0.0277 0.0058 -0.57
O 0.179 0.703 5.340 -0.0445 0.0559 0.0057 0.18
O 1.272 -1.270 5.386 -0.0029 -0.0177 0.0341 0.07
H 2.612 -2.697 4.725 0.0086 0.0526 0.0658 0.14
H 0.934 -2.892 4.165 -0.0005 0.0034 -0.0078 0.14
H 3.003 -0.836 3.213 0.0091 -0.0071 0.0030 0.14
H 1.777 -1.672 2.234 -0.0768 0.0324 0.0337 0.10
```
Forces are in eV/Å.

As for the charge: +1. As for the multiplicity: 1. The value obtained for the molar mass is 366.24 g/mol. For the total energy, the calculation gives -3564.14689 Eh. The value obtained for the LUMO energy is -3.602 eV.



# 3
Entry from OMol25: C21H47FN3NbO5P as an isolated structure (wB97M-V/def2-TZVPD).

Structure (XYZ):
```
79
Properties=species:S:1:pos:R:3:forces:R:3:lowdin_charge:R:1
C -0.757 -2.142 -3.638 -0.6373 0.7917 -0.5318 -0.13
C 0.504 -1.196 -3.118 2.5148 0.7982 -1.0470 -0.43
C 0.480 -0.516 -1.591 -0.4520 0.7017 -1.3005 -0.08
N 1.597 -0.879 -3.888 -3.2768 -4.3329 2.5077 -0.20
Nb 2.815 -2.591 -4.345 0.8539 1.0124 -2.9755 1.21
F 4.143 -4.159 -4.922 -2.3220 2.6120 0.6458 -0.64
P 3.273 -3.152 -1.900 2.7244 -5.4849 2.1790 0.48
O 4.042 -4.570 -1.896 -2.5788 4.9289 0.1988 -0.50
O 1.790 -3.455 -0.971 1.8330 2.3577 0.6903 -0.35
O 4.353 -2.031 -1.108 -2.8393 0.2147 1.0484 -0.34
H -1.782 -1.881 -3.110 2.2007 -0.3107 -0.7409 0.06
H -0.936 -1.905 -4.794 0.6859 -0.6467 2.5166 0.09
H -0.572 -3.290 -3.505 0.0252 2.4079 -0.1774 0.05
H 1.525 -0.688 -1.093 -2.1478 0.2807 -0.9349 0.05
H -0.438 -0.856 -0.951 1.9444 0.4051 -1.1274 0.06
H 0.374 0.657 -1.773 0.2925 -2.5104 0.4366 0.08
H 4.262 -1.464 -4.378 0.3624 0.0280 0.4546 -0.16
H 2.497 -2.312 -6.111 -0.0655 -0.1084 0.0544 -0.16
H 1.420 -3.755 -4.303 -0.2255 -0.4593 0.5267 -0.13
H 1.675 -2.715 -0.300 0.0131 -1.3453 -1.1068 0.03
H 3.845 -1.345 -0.560 1.0545 -1.3251 -1.2537 0.04
C 3.366 4.262 2.227 -0.2431 0.3813 0.2526 -0.04
C 3.172 3.522 0.869 1.1990 -0.5458 1.4458 -0.46
C 4.298 3.917 -0.132 -0.3119 0.0176 -0.3868 -0.14
C 4.127 5.307 -0.734 0.0079 -0.0779 0.0603 -0.19
C 2.745 5.450 -1.359 0.1631 -0.2805 0.0144 -0.14
C 1.600 5.117 -0.369 -0.9706 1.7234 -0.0831 -0.48
N 1.796 3.798 0.334 0.3308 -2.8035 -4.0719 -0.02
O 1.483 2.780 -0.582 0.4227 2.5625 2.6777 -0.03
C 1.483 6.270 0.665 0.2462 0.0083 0.2277 -0.06
C 0.242 5.185 -1.143 0.2661 -0.7508 -0.0009 -0.05
C 3.407 2.014 1.233 -0.7360 0.0740 -0.8063 -0.05
H 3.461 3.565 3.068 0.0974 -0.0426 -0.3202 0.08
H 4.263 4.892 2.229 -0.1462 -0.0604 -0.0544 0.08
H 2.517 4.890 2.504 0.1062 -0.0306 -0.2064 0.06
H 4.330 3.193 -0.958 -0.2186 0.0027 0.2029 0.13
H 5.277 3.853 0.354 -0.2438 -0.1168 0.2010 0.12
H 4.295 6.071 0.030 -0.0694 0.0471 0.0319 0.10
H 4.893 5.469 -1.499 -0.0592 -0.0159 0.0757 0.11
H 2.632 6.475 -1.739 -0.2635 -0.1661 0.1839 0.12
H 2.687 4.792 -2.237 -0.1251 -0.0451 0.2204 0.13
H 0.748 6.030 1.442 0.1320 -0.0549 -0.1105 0.09
H 1.148 7.198 0.185 0.0373 -0.3349 -0.1347 0.08
H 2.431 6.516 1.147 -0.0912 -0.1249 0.0127 0.06
H 0.215 4.513 -2.009 0.0931 -0.0318 0.3344 0.08
H 0.063 6.194 -1.536 0.3186 -0.0995 0.2744 0.08
H -0.600 4.935 -0.487 0.1906 -0.0389 -0.0563 0.09
H 2.624 1.643 1.905 0.0751 0.1343 -0.1380 0.09
H 4.369 1.886 1.736 -0.0642 0.3587 -0.0056 0.09
H 3.432 1.367 0.347 -0.1631 0.2715 0.1422 0.07
C -4.772 -1.735 3.318 0.2247 -0.3476 0.4186 -0.03
C -4.135 -1.716 1.895 -1.2636 0.7543 -0.2283 -0.47
C -5.137 -2.275 0.843 0.1862 -0.0435 -0.2016 -0.15
C -5.288 -3.791 0.880 0.0350 0.0994 0.0244 -0.19
C -3.925 -4.464 0.770 0.0098 0.0690 -0.1268 -0.15
C -2.921 -3.968 1.841 -0.0756 -1.5453 -0.0639 -0.48
N -2.833 -2.466 1.913 0.3466 0.1406 0.9961 -0.10
O -2.078 -2.033 0.811 -0.3775 -0.1917 -0.2852 0.05
C -3.333 -4.553 3.220 -0.2302 0.3492 0.1496 -0.05
C -1.534 -4.636 1.565 -0.0249 0.7809 -0.2623 -0.04
C -3.968 -0.187 1.586 0.8455 -0.5714 -0.3598 -0.05
H -4.797 -0.738 3.773 -0.0033 -0.0649 -0.3325 0.07
H -5.802 -2.109 3.304 0.1663 -0.0039 -0.0827 0.08
H -4.210 -2.335 4.036 -0.0339 -0.0231 -0.2657 0.06
H -4.809 -1.993 -0.168 0.1307 0.0142 0.2047 0.12
H -6.121 -1.812 0.972 0.1642 0.1365 0.1482 0.12
H -5.805 -4.096 1.793 0.0398 -0.0317 0.0694 0.10
H -5.923 -4.115 0.049 0.0348 0.0295 0.0774 0.11
H -4.059 -5.552 0.850 0.2364 0.1652 0.1079 0.12
H -3.523 -4.281 -0.236 0.0606 0.0657 0.1898 0.12
H -2.707 -4.151 4.023 -0.0915 0.0385 -0.1844 0.09
H -3.213 -5.644 3.238 0.1075 0.2464 -0.3152 0.09
H -4.380 -4.371 3.472 0.1075 0.0950 -0.0129 0.06
H -1.159 -4.429 0.556 -0.0495 0.1445 0.1576 0.08
H -1.598 -5.728 1.647 -0.2738 0.2993 0.0473 0.09
H -0.782 -4.298 2.288 -0.1584 0.0326 -0.1157 0.09
H -3.238 0.275 2.261 -0.0918 -0.1546 -0.0834 0.09
H -4.919 0.336 1.712 -0.0278 -0.3110 0.1001 0.08
H -3.646 0.000 0.553 0.0663 -0.1478 0.1835 0.08
```
Forces are in eV/Å.

As for the charge: -1. As for the multiplicity: 3. The value obtained for the molar mass is 564.50 g/mol. For the total energy, the calculation gives -1866.67496 Eh. The value obtained for the LUMO energy (alpha / beta) is 2.033 / 0.147 eV. As for the expectation value of S²: 2.0086.



# 4
Entry from OMol25: C16H23NO3P2Pd as an isolated structure (wB97M-V/def2-TZVPD).

Structure (XYZ):
```
46
Properties=species:S:1:pos:R:3:forces:R:3:lowdin_charge:R:1
Pd -0.475 0.923 0.888 1.4286 0.3427 -5.0099 0.70
O -1.615 -0.152 -2.686 -2.0158 -0.7716 3.6136 0.13
C -0.893 0.139 -3.547 2.9284 0.0279 -3.3580 -0.41
O 0.676 -2.408 -2.210 -0.6709 2.9221 -1.7347 0.06
C 0.738 -1.910 -3.350 -0.2247 -2.1880 1.8470 -0.44
O 1.516 -2.608 -4.200 -0.5729 1.3818 -0.0766 0.07
N 0.138 -0.813 -4.036 -0.4716 0.3741 0.7889 0.07
C 1.345 -2.083 -5.501 0.6896 -0.6336 -1.1113 -0.14
C 0.530 -0.834 -5.476 -0.6729 1.1873 1.2770 -0.09
H 0.836 -2.803 -6.091 -0.4485 -0.9022 -0.4336 0.13
H 2.296 -1.951 -5.952 0.9972 0.2187 -0.2654 0.13
H -0.363 -0.972 -6.105 0.3233 0.4250 0.1774 0.14
H 1.057 0.115 -5.698 -0.1348 -0.7860 -0.2249 0.13
C -1.003 1.431 -4.322 -1.0522 1.1790 0.3654 -0.05
C -1.818 2.481 -3.973 1.6614 -1.5827 -1.4909 0.09
H -0.467 1.507 -5.260 -0.0997 -0.0381 0.0870 0.09
H -2.358 2.564 -3.053 -0.2984 -0.2498 0.3078 0.05
H -1.936 3.286 -4.715 0.1832 -0.2870 0.6225 0.08
C 1.965 -1.795 1.111 -0.4985 -0.2406 0.5990 -0.18
P 1.129 -0.322 1.770 3.0990 -0.5342 1.7710 0.83
C 2.476 0.838 2.073 -0.2122 0.7433 -0.8345 -0.24
C 0.700 -0.481 3.573 -1.3348 -0.7012 -0.2829 -0.33
C 1.227 -1.344 4.546 0.1568 -0.1480 -0.3552 -0.03
C 0.473 -1.715 5.671 0.0990 0.6374 -0.4694 0.00
C -0.835 -1.254 5.822 0.2994 -0.2713 0.0444 -0.02
C -1.355 -0.350 4.919 0.7385 -0.1416 0.3312 -0.08
C -0.539 0.106 3.884 -1.9235 -1.1516 -0.8330 -0.37
P -1.597 0.794 2.604 -2.3022 0.4623 2.5406 0.75
C -3.331 0.291 2.187 0.7826 -0.4981 0.0427 -0.18
C -1.539 2.628 2.656 -0.1154 -0.8804 0.0693 -0.20
H 1.962 -1.917 0.018 -0.1838 0.2390 0.2785 0.05
H 1.430 -2.629 1.583 0.4162 -0.1836 -0.2997 0.07
H 2.985 -1.679 1.510 -0.2713 -0.3810 -0.2293 0.07
H 1.982 1.713 2.525 0.6420 -0.0277 -0.0113 0.05
H 3.154 0.361 2.786 0.0343 0.2483 -0.1047 0.08
H 2.972 1.107 1.129 0.0773 0.0560 0.4601 0.07
H 2.194 -1.814 4.394 -0.0779 0.0255 -0.0045 0.12
H 0.895 -2.412 6.388 -0.0451 0.0512 -0.1034 0.13
H -1.451 -1.678 6.589 -0.2294 -0.0346 0.3674 0.13
H -2.400 -0.083 4.890 -0.1442 0.1465 0.5807 0.11
H -4.105 0.541 2.909 0.0352 0.1534 0.0164 0.07
H -3.433 0.838 1.230 -0.3895 -0.1857 0.5026 0.05
H -3.369 -0.792 1.955 0.1084 0.5541 0.2116 0.08
H -1.617 2.877 3.716 0.0996 0.5204 -0.1163 0.08
H -0.595 3.023 2.213 -0.5663 0.1617 0.3830 0.06
H -2.431 2.874 2.082 0.1566 0.7607 0.0647 0.06
```
Forces are in eV/Å.

As for the charge: +2. As for the multiplicity: 3. The value obtained for the molar mass is 445.73 g/mol. For the total energy, the calculation gives -1713.81547 Eh. The value obtained for the LUMO energy (alpha / beta) is -7.279 / -10.619 eV. As for the expectation value of S²: 2.0048. The calculation puts the energy above the lowest of the compared OMol25 structures with the same formula, charge and spin at 41.27 kcal/mol.



Look up the charge of the third one. -1